Entry 1:
74
Properties=species:S:1:pos:R:3 method="wB97M-V/def2-TZVPD" total_charge=+3 homo_lumo_gap_ev="5.6 / 6.3" spin_multiplicity=3 homo_ha="-0.585 / -0.586"
W 0.4798 0.2140 0.7083
I 0.1914 -1.3026 3.1224
C 2.2362 -1.9046 2.9657
I 3.1391 -1.1192 1.2156
H 2.2367 -2.9860 2.9078
H 2.7504 -1.5222 3.8392
C 3.4144 -2.3430 -4.8930
C 4.0183 -1.2971 -3.9423
C 5.2612 -0.6675 -4.5885
C 4.4420 -1.9909 -2.6476
C 2.9644 -0.2220 -3.6903
C 2.5677 0.6243 -4.7492
C 1.6009 1.5923 -4.6038
C 1.0015 1.7270 -3.3524
S -0.2765 2.7969 -2.8699
C -0.2285 2.1732 -1.3083
N 0.6672 1.2062 -1.1182
C 1.3822 0.9163 -2.2924
C 2.3573 -0.0614 -2.4567
C -1.1787 2.4544 -0.2288
C -2.0249 3.5505 -0.2130
C -2.9503 3.6714 0.8184
C -3.0169 2.7047 1.8149
C -2.1342 1.6278 1.8112
C -1.1916 1.4836 0.7932
H 4.1443 -3.1288 -5.0901
H 3.1358 -1.9009 -5.8501
H 2.5241 -2.8032 -4.4589
H 6.0308 -1.4289 -4.7163
H 5.6746 0.1299 -3.9680
H 5.0501 -0.2563 -5.5750
H 5.2133 -2.7278 -2.8691
H 3.6114 -2.5270 -2.1780
H 4.8676 -1.2815 -1.9299
H 3.0353 0.5122 -5.7176
H 1.3223 2.2268 -5.4343
H 2.6509 -0.6842 -1.6233
H -1.9820 4.3007 -0.9941
H -3.6298 4.5131 0.8355
H -3.7589 2.7932 2.5985
H -2.2044 0.8969 2.6117
C -3.4835 -0.9418 -0.2748
N -2.9671 -2.2164 0.2218
C -1.7074 -2.6483 0.2025
Se -0.2019 -1.8192 -0.6033
N -1.6667 -3.8834 0.7141
C -2.9535 -4.2871 1.0768
C -3.4416 -5.4665 1.6293
C -4.8020 -5.5106 1.8469
C -5.6438 -4.4260 1.5306
C -5.1537 -3.2590 0.9849
C -3.7798 -3.2192 0.7673
H -2.6541 -0.3286 -0.6132
H -4.0131 -0.4338 0.5285
H -4.1648 -1.1310 -1.1019
H -0.8390 -4.4591 0.7269
H -2.8000 -6.3049 1.8631
H -5.2389 -6.4056 2.2674
H -6.7053 -4.5162 1.7146
H -5.8056 -2.4339 0.7334
C -0.6786 3.1518 4.9828
N 0.1364 2.4987 3.9470
C 0.8549 3.0275 2.9752
S 1.7694 1.9892 1.8758
N 1.0308 4.3167 2.7587
C 0.6514 5.4851 3.5742
H -1.0694 2.3640 5.6202
H -1.5172 3.6832 4.5396
H -0.0844 3.8214 5.5968
H 0.2123 1.4964 4.0059
H 1.6171 4.5164 1.9611
H -0.4163 5.5053 3.7625
H 0.9108 6.3661 2.9953
H 1.2104 5.5081 4.5065

Entry 2:
85
Properties=species:S:1:pos:R:3 method="wB97M-V/def2-TZVPD" homo_lumo_gap_ev="7.0 / 7.5" spin_multiplicity=3 homo_ha="-0.306 / -0.311"
Mo 0.5065 -2.3648 0.6751
O 0.2744 -3.6274 6.6709
C 0.3469 -3.3207 5.5191
C -0.7896 -2.7573 4.6489
O -1.9046 -2.4698 5.0214
C -0.1851 -2.6024 3.3294
C 1.1540 -2.9229 3.3144
O 1.8213 -2.7285 2.2124
C 1.6141 -3.3721 4.6406
O 2.7154 -3.6981 4.9965
O -0.7136 -2.1231 2.2165
C 3.6172 7.6231 -4.0006
C 2.5565 6.5928 -3.7210
C 1.2108 6.9355 -3.6704
C 0.2375 5.9850 -3.3955
C 0.5962 4.6611 -3.1920
N -0.4095 3.6862 -2.9461
C -0.4533 2.7836 -1.9197
O -1.2805 1.8880 -1.8853
N 0.4860 2.9818 -0.9349
C 0.7056 2.1022 0.1365
C 1.1275 2.5825 1.3634
C 1.3900 1.6827 2.3795
C 1.2041 0.3364 2.1469
N 0.7880 -0.1279 0.9656
C 0.5577 0.7309 -0.0219
C 1.9384 4.2975 -3.2626
C 2.9024 5.2596 -3.5082
H 3.1771 8.6007 -4.1891
H 4.2108 7.3432 -4.8716
H 4.3009 7.7163 -3.1557
H 0.9157 7.9643 -3.8358
H -0.8056 6.2694 -3.3361
H -1.1826 3.6111 -3.5872
H 1.0090 3.8426 -0.9466
H 1.2434 3.6479 1.5193
H 1.7292 2.0200 3.3480
H 1.4209 -0.3958 2.9137
H 0.2583 0.3237 -0.9749
H 2.2215 3.2602 -3.1339
H 3.9438 4.9648 -3.5560
N -1.9576 0.3083 3.7727
C -2.6480 0.7834 2.6849
N -3.9962 0.6759 2.7581
O -2.0676 1.2723 1.7139
H -2.3580 -0.4746 4.2771
H -0.9854 0.1595 3.5567
H -4.4296 0.4473 3.6348
H -4.5360 1.1912 2.0776
O -5.2050 2.6213 0.7227
C -4.8477 2.3412 -0.6280
N -3.9362 1.2469 -0.6580
C -4.2309 0.0965 -1.3159
O -5.3200 -0.1639 -1.7885
C -3.0740 -0.8489 -1.5124
C -3.0489 -1.5557 -2.7065
C -1.9899 -2.4047 -2.9649
C -1.0149 -2.5613 -2.0035
N -1.0559 -1.9210 -0.8248
C -2.0640 -1.0612 -0.5890
H -5.8895 3.2973 0.7299
H -4.3665 3.2237 -1.0620
H -5.7197 2.0545 -1.2170
H -2.9776 1.4157 -0.3860
H -3.8558 -1.4184 -3.4133
H -1.9192 -2.9522 -3.8935
H -0.1767 -3.2279 -2.1536
H -2.0477 -0.5373 0.3603
O 3.1215 -0.4156 -0.9523
N 2.7240 -1.4087 -1.4693
O 1.8772 -2.1213 -0.7234
C 3.4924 -4.7887 0.1619
Si 2.0516 -5.8358 0.6904
C 2.2162 -6.3654 2.4631
C 1.9078 -7.3301 -0.4163
Se 0.0120 -4.7650 0.3647
H 4.4070 -5.3676 0.3210
H 3.5638 -3.8725 0.7480
H 3.4327 -4.5226 -0.8940
H 3.0839 -7.0251 2.5544
H 1.3343 -6.9149 2.7948
H 2.3795 -5.5238 3.1353
H 2.7945 -7.9584 -0.2945
H 1.8325 -7.0481 -1.4671
H 1.0307 -7.9267 -0.1614

Entry 3:
71
Properties=species:S:1:pos:R:3 method="wB97M-V/def2-TZVPD" homo_lumo_gap_ev=8.1 smiles="CCOC(=O)N(C(C)=O)[C@H](/C=C/N1[C@H](Cc2c[nH]c3ccccc23)C(=O)N(C)C1(C)C)c1ccccc1" homo_ha=-0.280
C 2.3987 -0.0712 4.0674
C 1.3413 -0.9810 3.4710
O 0.6665 -0.2611 2.3680
C -0.6165 -0.5999 2.1772
O -1.2951 -1.2975 2.9210
N -1.1497 -0.0229 0.9831
C -2.5715 -0.1451 1.0434
C -3.1652 0.9468 1.9090
O -3.2477 -1.0248 0.5498
C -0.3689 0.0747 -0.2046
C -0.5529 1.3422 -0.9754
C -0.2922 2.5527 -0.4357
N -0.2308 3.7638 -1.0731
C -0.1221 4.9869 -0.2888
C -1.2046 5.0751 0.8127
C -1.1225 6.3241 1.6148
C -0.1137 6.7247 2.4791
N -0.3768 8.0187 2.8716
C -1.5584 8.4685 2.2981
C -2.1387 9.7303 2.2770
C -3.2638 9.9204 1.4685
C -3.7929 8.8689 0.6999
C -3.1987 7.6035 0.6922
C -2.0669 7.4151 1.4928
C -0.1443 6.0945 -1.3371
O -0.2732 7.3029 -1.1425
N -0.0136 5.4731 -2.5460
C 0.0025 6.2332 -3.7757
C -0.1853 4.0157 -2.5205
C -1.5078 3.6507 -3.2119
C 0.9866 3.3396 -3.2375
C -0.5245 -1.1885 -1.0775
C -0.6627 -2.3797 -0.3867
C -0.5988 -3.6261 -1.0085
C -0.3844 -3.6764 -2.3837
C -0.3839 -2.4896 -3.1263
C -0.4502 -1.2399 -2.4856
H 3.1919 -0.6808 4.5198
H 2.8428 0.6035 3.3224
H 1.9692 0.5346 4.8803
H 1.7735 -1.8737 2.9915
H 0.6028 -1.2599 4.2369
H -2.4164 1.6103 2.3695
H -3.8429 1.5430 1.2797
H -3.7654 0.4254 2.6640
H 0.6907 0.0747 0.0932
H -0.7291 1.2538 -2.0400
H -0.1800 2.6064 0.6493
H 0.8625 5.0173 0.2134
H -2.1890 5.0075 0.3203
H -1.1182 4.1912 1.4716
H 0.7585 6.1644 2.8071
H 0.2066 8.5671 3.4895
H -1.7017 10.5240 2.8709
H -3.7563 10.8885 1.4364
H -4.6714 9.0302 0.0794
H -3.5585 6.7666 0.0795
H 0.0154 7.3020 -3.5350
H 0.8906 5.9752 -4.3683
H -0.8870 6.0080 -4.3803
H -2.3205 4.2672 -2.8004
H -1.4158 3.8298 -4.2930
H -1.7502 2.5997 -3.0442
H 1.9273 3.8146 -2.9382
H 1.0283 2.2777 -2.9904
H 0.8658 3.4436 -4.3222
H -0.8769 -2.3391 0.6751
H -0.6548 -4.4831 -0.3404
H -0.2461 -4.6495 -2.8414
H -0.2688 -2.5481 -4.2089
H -0.5256 -0.3442 -3.1094

Number 1: energy -5258.69705 hartree. Number 2: energy -5150.47070 hartree. Number 3: energy -1645.46052 hartree.